# 1
ORCA calculation (the ωB97M-V functional and the def2-TZVPD basis) on a molecular structure, C19H32F4O16.

Last column: Mulliken charge in e.
Geometry (Å):
C: 0.2099 -0.5003 -5.3007  -0.5893
C: 1.0638 0.3675 -4.3920  0.1702
O: 0.5427 0.0429 -3.1340  -0.2303
C: -0.5282 -0.7176 -3.2144  0.6286
O: -1.1091 -1.1872 -2.2689  -0.2805
O: -0.8641 -0.7759 -4.4611  -0.4645
F: 1.0497 1.6148 -4.7985  -0.3311
H: 0.6565 -1.4378 -5.6319  0.2833
H: -0.1779 0.0796 -6.1383  0.3423
H: 2.1101 0.0642 -4.3559  0.3542
C: -2.7266 -3.4590 -1.2441  -0.8413
C: -1.7589 -4.3133 -2.0001  0.0239
O: -0.5752 -4.2382 -1.2285  -0.4638
C: -0.6423 -3.0151 -0.6248  1.0016
O: 0.2956 -2.5746 0.0412  -0.4981
O: -1.8282 -2.4495 -0.7226  -0.2569
F: -1.5823 -3.7643 -3.1665  -0.2389
H: -3.2637 -4.0274 -0.4848  0.4687
H: -3.4055 -2.9831 -1.9518  0.3790
H: -2.2754 -5.2625 -2.1434  0.4487
C: 0.6951 -3.5332 1.4566  -0.5539
C: -0.4583 -2.5764 1.9031  0.2868
O: 0.2340 -1.3730 2.1004  -0.0425
C: 1.4784 -1.6485 2.2874  0.3915
O: 2.2413 -0.8254 2.8010  -0.6349
O: 1.6697 -2.9606 2.2222  -0.4081
F: -0.9212 -2.8947 3.1271  -0.4446
H: 1.0551 -3.5149 0.4279  0.0811
H: 0.4524 -4.5497 1.7664  0.6089
H: -1.1924 -2.5438 1.0980  0.4133
C: -3.1593 1.9007 1.8346  -0.9871
C: -1.8744 1.5779 1.2081  0.6741
O: -1.7574 0.2344 1.5330  0.2095
C: -2.4810 0.0096 2.6346  0.3229
O: -2.3962 -0.9939 3.3370  -0.5649
O: -3.2586 1.0559 2.9528  -0.3622
F: -1.0103 2.4460 1.8203  -0.4001
H: -4.0196 1.8619 1.1664  0.1882
H: -2.9829 2.9142 2.1948  0.4221
H: -1.8288 1.7137 0.1276  0.3462
C: -0.1336 -0.3475 -0.9236  -0.2998
C: 0.3893 -0.1842 0.5119  -0.0283
C: 0.7853 1.2929 0.4260  -2.7441
O: -0.3567 1.8806 -0.2338  -0.3454
C: -0.8411 0.9649 -1.2315  -0.9349
H: -0.8259 -1.1867 -0.8552  0.1207
H: 0.6432 -0.5715 -1.6547  0.5188
H: 1.2647 -0.7651 0.8024  1.7151
H: -0.4332 -0.4041 1.1925  0.1575
H: 1.6966 1.5380 -0.1196  0.6792
H: 0.8121 1.8334 1.3721  0.9936
H: -0.5282 1.3156 -2.2149  0.7161
H: -1.9215 0.8201 -1.2315  -0.0189
C: 1.7285 1.0339 2.6129  -0.1615
O: 0.9255 1.4303 3.6966  -0.5684
H: 1.2252 0.1981 2.1269  0.3465
H: 1.7383 1.7899 1.8277  -0.3358
H: 2.7468 0.7651 2.8938  0.4779
H: 1.3491 2.1368 4.1896  0.4194
C: 3.5413 2.0558 0.6072  -0.6825
O: 3.7883 2.1285 2.0420  -0.5040
H: 2.7995 1.2615 0.5246  0.3930
H: 3.0563 2.9965 0.3462  0.3217
H: 4.4927 1.8417 0.1202  0.3018
H: 4.2854 2.9350 2.1971  0.3029
C: 0.4002 3.9757 -0.2082  -0.3333
O: 0.1697 5.3519 0.1710  -0.6554
H: 0.8621 3.5038 0.6590  -0.2907
H: -0.4996 3.4252 -0.4830  0.3143
H: 1.0495 3.8228 -1.0702  0.3458
H: 0.1147 5.3970 1.1284  0.3267

Values from the calculation:
**Energy**: -2345.35423 Eh
**2S+1**: 1
**Charge**: 0
**HOMO level**: -6.715 eV
**Energy relative to the best compared isomer or geometry (same formula, charge and spin)**: 629.7 kcal per mole

# 2
ORCA calculation (the ωB97M-V functional and the def2-TZVPD basis) on 3 unconnected molecules or ions with the total composition C19H32F9O8PS.

Last column: Mulliken charge in e.
Geometry (Å):
C: 4.9489 -1.4508 1.6823  -0.5307
C: 6.4349 -1.6625 1.0232  -0.2028
O: 6.9148 -0.5847 0.1655  -0.4390
C: 6.1685 -0.4242 -1.0820  0.9296
P: 5.4368 -1.8803 -2.0462  0.0646
O: 4.4398 -2.9475 -1.1222  -0.4009
O: 6.5703 -2.6902 -3.0825  -0.5020
O: 7.2664 0.0189 -2.0114  -0.4031
C: 6.4670 0.5918 -3.1448  0.3802
O: 6.8235 0.5835 -4.4385  -0.5494
O: 5.1579 1.1602 -2.6790  -0.3004
C: 5.2720 0.9830 -1.2240  -0.3278
C: 3.9874 1.2066 -0.2428  0.4561
C: 3.3125 2.6617 -0.6687  -0.8456
C: 1.9211 2.5162 -1.5375  -0.3819
C: 0.7346 1.9321 -0.5710  -0.6237
C: -0.6867 1.6050 -1.3423  0.6790
F: -1.8780 1.6133 -0.4110  -0.2645
F: -0.9251 2.8224 -2.2116  -0.3248
C: -0.6525 0.3458 -2.3722  0.6492
F: -2.0492 0.2215 -2.9355  -0.2558
F: 0.2192 0.6161 -3.5725  -0.2226
S: -0.1630 -1.3090 -1.6999  1.1007
F: -1.8040 -1.8523 -1.9378  -0.3833
F: 0.1245 -1.8402 -3.3418  -0.3702
F: 1.5072 -0.9515 -1.6099  -0.1842
F: -0.4793 -0.9277 -0.0680  -0.1393
F: 0.2071 -2.9070 -1.1952  -0.3179
H: 4.7119 -2.4560 2.2818  0.3204
H: 4.9057 -0.5960 2.5143  0.2469
H: 4.0704 -1.3462 0.8999  -0.0626
H: 7.1917 -1.7189 1.9455  0.3089
H: 6.5725 -2.7139 0.4733  0.2361
H: 4.4392 -3.8409 -1.6162  0.3188
H: 6.3185 -2.3746 -4.0217  0.3810
H: 6.0857 1.7778 -0.9078  0.2398
H: 3.2154 0.3287 -0.2038  -0.3224
H: 4.4147 1.3597 0.8596  0.2358
H: 4.1422 3.3249 -1.2142  0.3442
H: 3.0660 3.2456 0.3425  0.3787
H: 1.6164 3.5983 -1.8799  0.3243
H: 2.1620 1.8726 -2.4840  0.2688
H: 1.1628 1.0379 0.0520  0.1240
H: 0.4919 2.7973 0.2140  0.4033
C: -3.6793 -0.8822 2.2469  -0.0387
C: -4.0155 -0.1050 3.4934  -0.4301
C: -2.8970 -0.5081 4.4294  -0.5580
O: -1.7490 -0.7792 3.6136  -0.4578
C: -2.1670 -0.8350 2.2427  0.1343
H: -4.1213 -0.4672 1.3376  0.0021
H: -4.0207 -1.9189 2.3525  0.2526
H: -3.9601 0.9702 3.2862  0.2283
H: -5.0080 -0.3252 3.8948  0.2791
H: -3.1449 -1.4260 4.9730  0.2892
H: -2.6562 0.2734 5.1559  0.2857
H: -1.7999 0.0689 1.7446  -0.0959
H: -1.7211 -1.7070 1.7564  0.0425
C: -8.1242 -0.0003 -0.3547  -0.5648
C: -8.1251 1.3640 0.2851  -0.5250
C: -7.4832 1.0852 1.6267  -0.4668
O: -6.5731 -0.0064 1.4338  -0.2736
C: -6.8199 -0.5829 0.1438  -0.4179
H: -8.1903 0.0256 -1.4453  0.3161
H: -8.9667 -0.5896 0.0266  0.2671
H: -7.4941 2.0466 -0.2963  0.2629
H: -9.1198 1.8084 0.3722  0.3325
H: -8.2278 0.7727 2.3664  0.2790
H: -6.9420 1.9505 2.0204  0.2575
H: -5.9861 -0.3061 -0.5106  0.2452
H: -6.8514 -1.6728 0.2269  0.3194

Values from the calculation:
**Energy**: -2982.97224 Eh
**2S+1**: 1
**Charge**: 0
**HOMO level**: -8.325 eV
**Energy relative to the best compared isomer or geometry (same formula, charge and spin)**: 212.8 kcal per mole

# 3
ORCA calculation (the ωB97M-V functional and the def2-TZVPD basis) on a molecular structure, C19H32FGaN7O2PSSi.

Last column: Mulliken charge in e.
Geometry (Å):
Ga: -0.4873 0.2666 -0.8756  0.6086
C: -3.7853 -2.6609 -1.7745  -1.8853
C: -2.4819 -1.9888 -1.5356  0.4069
N: -2.3749 -0.8038 -1.0434  1.1356
N: -3.4286 -0.0565 -0.7503  -1.7131
C: -3.3025 1.2214 -0.9534  0.7354
N: -4.2854 2.0519 -0.6184  -0.4085
S: -1.9109 1.9164 -1.7673  -0.5412
C: -1.2230 -2.6084 -1.9379  1.3223
C: -1.1684 -3.8670 -2.5397  -1.0452
C: 0.0564 -4.3693 -2.9447  -0.6136
C: 1.1940 -3.6063 -2.7292  -1.1791
C: 1.0519 -2.3605 -2.1416  -0.0915
N: -0.1172 -1.8685 -1.7594  0.2033
H: -4.5915 -2.0635 -1.3563  0.4002
H: -3.7878 -3.6461 -1.3108  0.4064
H: -3.9617 -2.7915 -2.8424  0.4041
H: -5.1370 1.6854 -0.2264  0.2501
H: -4.2602 3.0125 -0.9163  0.2085
H: -2.0660 -4.4453 -2.6862  0.4948
H: 0.1216 -5.3326 -3.4243  0.4570
H: 2.1689 -3.9597 -3.0210  0.5009
H: 1.9127 -1.7340 -1.9627  0.4007
C: -0.8931 -2.2813 1.4459  -0.9294
Si: -0.8104 -0.6541 2.4279  0.4086
C: 0.3751 -1.0274 3.8771  -1.3307
C: -2.5368 0.0970 2.7010  -0.9860
N: -0.0033 0.5664 1.3042  0.8477
C: 0.0559 1.9293 1.7775  0.9486
C: -0.0528 2.2741 3.1216  -0.4645
C: 0.0915 3.5846 3.5449  -1.1929
C: 0.3330 4.6027 2.6395  -0.5028
C: 0.4304 4.2957 1.2943  -0.8501
C: 0.3009 2.9795 0.8997  0.0098
F: 0.4279 2.6793 -0.4281  -0.3443
H: -0.7031 -3.1284 2.0969  0.5854
H: -0.1483 -2.3076 0.6529  0.1733
H: -1.8734 -2.4352 1.0082  0.2449
H: -0.1980 -1.3817 4.7292  0.4578
H: 0.9704 -0.1873 4.2172  0.4139
H: 1.0642 -1.8267 3.6104  0.3531
H: -3.1550 -0.5457 3.3199  0.5035
H: -3.0429 0.2136 1.7432  0.1428
H: -2.5108 1.0729 3.1766  0.3926
H: -0.2301 1.5088 3.8558  0.4592
H: 0.0215 3.8031 4.5976  0.4636
H: 0.4515 5.6204 2.9731  0.4474
H: 0.6193 5.0561 0.5545  0.5268
N: 2.8856 0.0437 1.2815  -0.6310
C: 3.5726 -0.3217 0.0516  -0.5627
P: 2.8192 0.8403 -1.1598  0.8380
O: 3.0438 2.2534 -0.7786  -0.9514
O: 1.3597 0.4105 -1.3992  -0.0326
C: 3.5724 0.7972 -2.8935  -0.8859
N: 3.2116 2.1567 -3.3309  -0.1972
H: 3.1667 0.9854 1.5441  0.2430
H: 3.1391 -0.5749 2.0467  0.2617
H: 0.9857 0.2666 1.2047  -0.0684
H: 3.3465 -1.3582 -0.1956  0.3897
H: 4.6584 -0.1835 0.0820  0.5080
H: 3.1700 0.0329 -3.5547  0.3486
H: 4.6569 0.7040 -2.8380  0.4552
H: 3.8604 2.5937 -3.9891  0.3748
H: 3.1724 2.6720 -2.3785  0.3580
H: 2.2618 2.1835 -3.7150  0.3169

Values from the calculation:
**Energy**: -4330.36885 Eh
**2S+1**: 1
**Charge**: +2
**HOMO level**: -13.701 eV
**Energy relative to the best compared isomer or geometry (same formula, charge and spin)**: 35.0 kcal per mole

Q: Which of these has the lowest energy?
A: C19H32FGaN7O2PSSi

Q: Which of these has the lowest energy?
A: C19H32FGaN7O2PSSi

Q: The highest charge belongs to which entry?
A: C19H32FGaN7O2PSSi